A molecular structure, CHI2O2S2 in a non-equilibrium geometry. Source: OMol25; level of theory: ωB97M-V with the def2-TZVPD basis set.

Geometry as XYZ:
```
8
Properties=species:S:1:pos:R:3:lowdin_charge:R:1
C 0.746 -1.446 1.485 -1.330
O -0.065 1.125 2.523 -0.512
O -1.593 -0.832 2.613 -0.433
S -0.987 0.476 -0.004 0.395
S -0.448 -0.198 2.025 0.067
I 1.380 -2.396 3.255 0.570
I 2.442 -0.074 0.949 0.559
H 0.357 0.644 -0.176 -0.316
```

The orbital gap comes out at 0.26823 hartree. The multiplicity is 1. Its HOMO energy is -4.46 eV. As for the energy relative to the best compared isomer or geometry (same formula, charge and spin): 38.8 kcal per mole. The calculation puts the electronic energy at -43019.635 eV. As for the charge: -1.